1.
The following is a quantum chemistry calculation of a gas-phase ion, C4H8NO2 (charge -1), from the OMol25 dataset.

Properties
Electronic energy: -362.47366 a.u.
Highest occupied orbital energy: -3.743 eV
Molecular weight: 102.11 g mol⁻¹
Multiplicity: 1
Lowest unoccupied orbital energy: 0.1557 Ha
Charge: -1

Element x y z (Å)
C 1.52856 1.19088 -0.54088
N 0.06154 1.02837 -0.62356
C -1.26277 -1.13388 -0.40756
C -0.66472 0.13361 0.23850
C 0.12580 -0.58528 1.49141
O -0.76137 -0.98114 2.29847
O 1.34923 -0.69562 1.56059
H 1.98096 0.42502 0.06389
H 1.68052 2.21787 -0.12611
H 1.90948 1.13549 -1.57715
H -0.25380 0.99330 -1.58177
H -0.44418 -1.83929 -0.57034
H -1.94264 -1.63098 0.27525
H -1.77272 -0.84957 -1.32408
H -1.53388 0.59124 0.82335

=====

2.
The following is a quantum chemistry calculation of a molecular structure, C33H29CrN2OS5Se4, from the OMol25 dataset.

Properties
Electronic energy: -14100.98358 a.u.
Highest occupied orbital energy (spin up / spin down): -1.323 / -1.351 eV
Molecular weight: 997.78 g mol⁻¹
Multiplicity: 2
Lowest unoccupied orbital energy (spin up / spin down): 0.1233 / 0.1233 Ha
Charge: -2

Element x y z (Å)
Cr 0.96444 -0.05438 0.29603
S 4.14820 -0.26022 5.02986
C 4.76054 -0.24240 6.61880
C 3.76487 -0.18035 7.54942
C 2.48036 -0.15234 6.95344
C 2.52380 -0.19222 5.58533
C 1.40662 -0.18892 4.63636
C 1.69089 -0.16485 3.24640
N 0.74982 -0.17099 2.33217
C -0.54916 -0.17159 2.73264
C -0.92799 -0.17880 4.06666
C -2.32857 -0.14544 4.37964
C -3.27205 -0.12707 3.41056
C -2.89709 -0.14453 2.02436
C -3.80897 -0.14563 0.95851
C -3.34972 -0.18271 -0.33973
C -1.95687 -0.19737 -0.54849
N -1.08336 -0.16771 0.42955
C -1.53747 -0.15811 1.70795
C -4.23403 -0.18657 -1.51315
C -3.88460 -0.11731 -2.83154
C -5.00251 -0.13879 -3.70852
C -6.18565 -0.22436 -3.04533
S -5.95135 -0.28012 -1.34979
C 0.09738 -0.19567 5.03644
H 5.82422 -0.26560 6.78581
H 3.93711 -0.15163 8.61548
H 1.56108 -0.09644 7.51791
H 2.70607 -0.09310 2.87833
H -2.61669 -0.12717 5.42435
H -4.32547 -0.08825 3.66042
H -4.87309 -0.11240 1.16834
H -1.53807 -0.22835 -1.54429
H -2.86179 -0.04759 -3.17302
H -4.92099 -0.08370 -4.78362
H -7.18257 -0.25145 -3.45129
H -0.16881 -0.20040 6.08668
Se 3.42635 0.07572 0.33205
Se 4.28138 -2.05947 0.82929
Se 2.57698 -3.03174 2.11992
Se 0.75249 -2.68466 0.73129
S 1.69691 4.80935 1.48795
C 1.73362 3.17536 1.91529
S 0.59400 2.21148 0.96752
S 2.73067 2.47066 3.07030
C 1.88172 2.95296 -2.38033
C 0.56980 2.63011 -3.10355
C -0.69312 2.85433 -2.27616
C 0.60885 1.24157 -3.70688
C 0.55033 1.18688 -5.09570
C 0.60238 -0.00025 -5.80273
C 0.71886 -1.16599 -5.07031
C 0.79370 -1.17784 -3.68114
C 0.87118 -2.54801 -3.03952
C -0.43511 -2.85435 -2.29878
C 2.13221 -2.75116 -2.20107
C 0.74390 0.04047 -2.94871
O 0.81292 0.04289 -1.62660
H 1.83304 3.91224 -1.86274
H 2.69654 2.98043 -3.10913
H 2.12093 2.19208 -1.64070
H 0.49292 3.32534 -3.94687
H -0.69531 2.23986 -1.38582
H -1.57677 2.61090 -2.87644
H -0.76557 3.89341 -1.95043
H 0.45176 2.12429 -5.63310
H 0.55716 -0.01527 -6.88455
H 0.76297 -2.11885 -5.58753
H 0.93261 -3.26190 -3.86800
H -0.63624 -2.09585 -1.54360
H -0.38720 -3.81754 -1.78829
H -1.27071 -2.86663 -3.00496
H 2.22856 -2.00108 -1.42045
H 3.01696 -2.67290 -2.83823
H 2.12983 -3.73233 -1.72397

=====

3.
The following is a quantum chemistry calculation of 2 unconnected molecules or ions with the total composition CH4N3P, from the OMol25 dataset.

Properties
Electronic energy: -545.86987 a.u.
Highest occupied orbital energy (spin up / spin down): -9.147 / -9.712 eV
Molecular weight: 89.04 g mol⁻¹
Multiplicity: 3
Lowest unoccupied orbital energy (spin up / spin down): 0.0240 / -0.0845 Ha
Charge: 0

Element x y z (Å)
C 1.02423 -0.20274 -0.75298
N 0.23069 -1.26862 -1.22999
N -0.93184 -1.35363 -0.86281
N -1.33399 -0.51797 0.06447
P -0.21864 0.76610 0.44837
H 1.89266 -0.53123 -0.24438
H 1.38238 0.59799 -1.58738
H -3.33751 0.09792 -0.73075
H 0.04988 0.26836 1.72984

=====

4.
The following is a quantum chemistry calculation of a gas-phase ion, C8H10FN2 (charge +1), from the OMol25 dataset.

Properties
Electronic energy: -519.94755 a.u.
Highest occupied orbital energy: -13.239 eV
Molecular weight: 153.18 g mol⁻¹
Multiplicity: 1
Lowest unoccupied orbital energy: -0.1198 Ha
Charge: +1

Element x y z (Å)
C 2.18640 -1.45349 -1.69985
C 2.66142 -0.80645 -0.52651
C 0.85574 -1.44363 -2.05467
C 1.73265 -0.10416 0.25861
C -0.05954 -0.75742 -1.33897
C 0.39909 -0.13864 -0.17784
C -1.38753 -0.08607 1.59948
C -1.10571 1.79789 0.12882
N -0.66792 0.45618 0.57061
N -2.47771 0.47849 2.13048
F -1.11516 -1.20896 2.25993
H 2.88494 -2.02547 -2.30036
H 3.69875 -0.61890 -0.38513
H 0.47670 -2.01186 -2.88019
H 2.05726 0.38759 1.20447
H -1.17694 -0.64568 -1.64658
H -1.73684 2.37824 0.81923
H -0.12949 2.29113 0.11825
H -1.57946 1.80092 -0.84014
H -2.69263 1.45233 1.76031
H -2.82402 0.25795 3.00006

=====

5.
The following is a quantum chemistry calculation of a molecular structure, C31H43N7O6PSTi, from the OMol25 dataset.

Properties
Electronic energy: -3630.86078 a.u.
Highest occupied orbital energy: -10.058 eV
Molecular weight: 720.64 g mol⁻¹
Multiplicity: 1
Lowest unoccupied orbital energy: -0.1610 Ha
Charge: +1

Element x y z (Å)
Ti -0.13962 0.37529 0.03378
O 0.72407 -5.77049 3.49086
C 1.64675 -4.99012 3.20680
O 2.85127 -4.88585 3.49852
C 1.15487 -3.77507 2.34590
C -0.18584 -3.45150 2.27872
C -0.58850 -2.31321 1.61085
N 0.28206 -1.53436 0.94624
C 1.59448 -1.85693 1.00254
C 2.05770 -2.93279 1.71500
C 2.50964 -0.87700 0.39965
C 3.85267 -1.13089 0.20783
C 4.68821 -0.09762 -0.18044
C 4.16321 1.17801 -0.31089
C 2.80949 1.35106 -0.14962
N 1.97478 0.32919 0.11801
C -2.01288 -1.94837 1.49087
C -2.95953 -2.35715 2.42010
C -4.28987 -2.08011 2.17306
C -4.62701 -1.40315 1.01037
C -3.61266 -1.00285 0.16645
N -2.32079 -1.25992 0.39164
H -0.89558 -4.13185 2.73811
H 3.11491 -3.13360 1.84618
H 4.23538 -2.12628 0.37932
H 5.74349 -0.28125 -0.34330
H 4.79290 2.03208 -0.52259
H 2.36814 2.33795 -0.19252
H -2.65201 -2.88395 3.31470
H -5.05511 -2.39469 2.87311
H -5.65667 -1.18195 0.76192
H -3.85690 -0.46243 -0.73981
C -1.72144 1.55953 -3.21954
C -0.48924 2.29066 -2.65436
N 0.46283 1.36041 -2.00331
C 1.18824 0.54017 -3.00793
C 1.29069 -0.92724 -2.61070
N 0.20764 -1.33076 -1.69294
C -0.96526 -1.92126 -2.39197
C -1.67380 -0.92100 -3.27362
N -1.94804 0.29746 -2.52741
H -1.59642 1.38318 -4.28755
H -2.58414 2.21515 -3.11230
H -0.79400 2.99931 -1.91159
H 0.02753 2.83764 -3.44331
H 1.12233 1.97698 -1.54760
H 2.18771 0.93874 -3.15763
H 0.66748 0.63233 -3.95714
H 2.23812 -1.10684 -2.11654
H 1.28193 -1.54788 -3.50784
H 0.55953 -2.09462 -1.13378
H -1.64083 -2.28339 -1.62792
H -0.63721 -2.77213 -2.99308
H -2.56925 -1.38723 -3.68762
H -1.03677 -0.67482 -4.12404
H -2.83895 0.27712 -2.06347
S 0.26150 0.66435 2.56219
C 1.51351 1.77987 2.65466
N 2.40444 2.51848 2.70291
C -1.29303 5.83671 0.77863
C -1.93608 5.18628 -0.44005
C -1.03256 5.38747 -1.64599
C -3.31988 5.73720 -0.70835
O -2.15343 3.71127 -0.24861
P -1.32550 2.72523 0.63396
O 0.14893 2.67370 0.31628
O -1.78187 1.29233 0.21939
O -1.61619 3.07940 2.10422
C -2.77449 2.83074 3.01262
C -3.17641 1.36792 2.98314
C -3.96018 3.69389 2.61005
C -2.24037 3.22391 4.37302
H -1.09771 6.88242 0.54580
H -0.33987 5.36388 1.03262
H -1.94084 5.79700 1.64789
H -0.86963 6.45686 -1.78772
H -1.49225 4.99401 -2.55598
H -0.05929 4.91412 -1.48930
H -3.26006 6.81929 -0.84378
H -3.98892 5.52853 0.12813
H -3.74201 5.29552 -1.61443
H -3.60488 1.09054 2.01778
H -3.93355 1.21056 3.75325
H -2.33000 0.71669 3.20268
H -4.21969 3.54118 1.56035
H -3.76296 4.75135 2.78010
H -4.82004 3.41402 3.21904
H -1.41998 2.56576 4.66648
H -3.03850 3.14835 5.11356
H -1.87228 4.25197 4.35409

=====

6.
The following is a quantum chemistry calculation of 4 unconnected molecules or ions with the total composition C11H29NO4, from the OMol25 dataset.

Properties
Electronic energy: -792.11495 a.u.
Highest occupied orbital energy: -8.226 eV
Molecular weight: 239.36 g mol⁻¹
Multiplicity: 1
Lowest unoccupied orbital energy: 0.0180 Ha
Charge: 0

Element x y z (Å)
C 2.51750 21.62046 -22.61006
C 1.62084 21.77079 -21.38944
O 2.27550 21.93400 -20.19709
H 3.44196 21.12356 -22.31587
H 2.82535 22.59813 -22.98085
H 2.08049 21.08915 -23.45553
H 0.81747 21.03440 -21.36927
H 1.14534 22.74818 -21.47141
H 1.72457 22.02094 -19.41575
O -0.55473 26.42902 -19.10850
H -0.34135 26.52527 -20.03663
H -1.07003 27.20792 -18.89869
O -0.29465 23.20693 -16.73866
H -0.50722 23.97470 -17.26930
H -1.12882 22.74939 -16.63359
C -5.69998 19.27200 -15.43039
C -4.28677 19.64598 -15.97604
C -3.70871 18.39548 -16.71382
C -4.51338 17.98490 -17.98554
C -4.31888 19.10172 -19.03171
C -4.83818 20.51615 -18.42784
N -4.35690 20.71586 -17.02466
O -4.74368 21.84248 -16.54363
C -4.17301 21.57199 -19.29921
C -6.35227 20.65081 -18.64450
C -3.30589 20.04459 -14.86922
H -6.15497 20.14748 -14.96710
H -5.55746 18.65050 -14.54635
H -6.47639 18.86295 -16.07692
H -2.67623 18.64743 -16.95592
H -3.72463 17.57858 -15.99235
H -5.57197 17.72655 -18.01301
H -4.08468 17.11453 -18.48231
H -4.78305 18.92033 -20.00111
H -3.23748 19.14637 -19.16098
H -4.23946 22.56866 -18.86293
H -3.11167 21.32918 -19.24715
H -4.36045 21.53604 -20.37236
H -6.89272 19.82517 -18.18151
H -6.59968 21.66714 -18.33801
H -6.62855 20.61535 -19.69831
H -3.70371 20.91830 -14.35302
H -2.27937 20.17935 -15.21008
H -3.30577 19.17083 -14.21757
H -5.67801 21.72297 -16.35833

=====

These records have ΔE to the lowest compared entry with this formula, charge and spin values of 132.8, 7.8, 357.2, 0.0, 64.8, 189.2 kJ/mol, in the order they appear.